[1]
C19H26BF5NO18 | the ωB97M-V functional and the def2-TZVPD basis

Geometry (Å):
1 C -1.42666 -5.19512 0.90179
2 C -0.14792 -4.55653 1.49593
3 B -0.02394 -3.01601 1.41066
4 O 0.65736 -2.28166 2.31785
5 N -0.63943 -2.27563 0.18115
6 C -0.28671 -0.82076 0.02474
7 C -1.17359 0.12257 0.80440
8 O -1.46109 1.19282 0.33473
9 O -1.59007 -0.27810 2.02442
10 H -2.05910 -5.57575 1.69448
11 H -1.17759 -6.04678 0.28026
12 H -2.02898 -4.52839 0.29351
13 H 0.72954 -5.02095 1.04765
14 H -0.11144 -4.77857 2.55956
15 H 0.23164 -2.27831 3.19075
16 H -1.65489 -2.35683 0.23405
17 H -0.31526 -2.77606 -0.65353
18 H -0.44650 -0.56320 -1.01535
19 H 0.75882 -0.62967 0.22428
20 H -0.84270 -0.66429 2.49900
21 C 0.67706 -0.14701 7.06448
22 C -0.78615 0.15766 6.81926
23 O -1.06403 -0.65109 5.67225
24 C -0.21192 -1.69811 5.69580
25 O -0.33994 -2.68196 5.02624
26 O 0.78376 -1.49284 6.56203
27 F -1.00004 1.45005 6.51299
28 H 1.32080 0.50835 6.47777
29 H 0.96596 -0.10126 8.10923
30 H -1.45701 -0.13635 7.62654
31 C -4.57118 -4.52681 -2.74329
32 C -3.88639 -4.99050 -4.01298
33 O -2.66230 -4.25185 -3.97166
34 C -2.37856 -3.99956 -2.68749
35 O -1.31701 -3.61839 -2.29270
36 O -3.44045 -4.23141 -1.89645
37 F -4.57182 -4.65444 -5.11780
38 H -5.14292 -3.61506 -2.91343
39 H -5.20748 -5.27890 -2.28847
40 H -3.65333 -6.05522 -4.04497
41 C 3.63509 0.98681 1.38345
42 C 3.74799 -0.01826 0.25612
43 O 4.88222 0.41745 -0.43395
44 C 5.69837 1.06836 0.46425
45 O 6.82739 1.33037 0.27977
46 O 4.99967 1.33144 1.60168
47 F 2.66172 0.03710 -0.58873
48 H 3.07806 1.87158 1.06589
49 H 3.19228 0.57655 2.28857
50 H 3.88946 -1.05384 0.57269
51 C 0.40417 2.85465 -1.81071
52 C 1.11813 2.34665 -3.04624
53 O 2.38065 2.97546 -2.94707
54 C 2.63551 3.18845 -1.62023
55 O 3.69147 3.44646 -1.16247
56 O 1.49519 3.03950 -0.90043
57 F 0.50146 2.73950 -4.18811
58 H -0.08984 3.80928 -2.00202
59 H -0.31434 2.15420 -1.39847
60 H 1.26500 1.26491 -3.08083
61 C -0.55583 6.01764 -4.42603
62 C 0.32570 7.21425 -4.14078
63 O -0.50308 8.00196 -3.30316
64 C -1.35284 7.16475 -2.64523
65 O -1.99603 7.45100 -1.69886
66 O -1.34172 5.93643 -3.23143
67 F 0.62775 7.90718 -5.26110
68 H -1.20357 6.20132 -5.28368
69 H 0.00045 5.09804 -4.58088
70 H 1.25099 6.98276 -3.60974

Cartesian forces (eV/Å) of the 3 atoms listed first:
0.23 -0.18 0.05
-1.08 0.18 -0.05
0.40 -0.85 0.31

net charge: +1
E_HOMO: -12.9 eV
HOMO-LUMO gap: 9.83 eV
LUMO: -3.10 eV
energy: -72729.910 eV
energy above the lowest of the compared OMol25 structures with the same formula, charge and spin: 0.0 kJ/mol

Electronic structure analysis, Löwdin charges in units of e: atom 1 (C): -0.075, atom 2 (C): -0.093, atom 3 (B): -0.438, atom 4 (O): 0.185, atom 5 (N): 0.188, atom 6 (C): -0.013, atom 7 (C): -0.466, atom 8 (O): 0.161, atom 9 (O): 0.141, atom 10 (H): 0.083, atom 11 (H): 0.083, atom 12 (H): 0.038, atom 13 (H): 0.128, atom 14 (H): 0.117, atom 15 (H): 0.085, atom 16 (H): 0.176, atom 17 (H): 0.149, atom 18 (H): 0.147, atom 19 (H): 0.121, atom 20 (H): 0.096, atom 21 (C): -0.020, atom 22 (C): -0.293, atom 23 (O): 0.139, atom 24 (C): -0.552, atom 25 (O): 0.151, atom 26 (O): 0.101, atom 27 (F): 0.099, atom 28 (H): 0.149, atom 29 (H): 0.148, atom 30 (H): 0.180, atom 31 (C): -0.019, atom 32 (C): -0.292, atom 33 (O): 0.161, atom 34 (C): -0.554, atom 35 (O): 0.143, atom 36 (O): 0.063, atom 37 (F): 0.105, atom 38 (H): 0.150, atom 39 (H): 0.146, atom 40 (H): 0.180, atom 41 (C): -0.058, atom 42 (C): -0.306, atom 43 (O): 0.131, atom 44 (C): -0.528, atom 45 (O): 0.220, atom 46 (O): 0.083, atom 47 (F): 0.037, atom 48 (H): 0.133, atom 49 (H): 0.135, atom 50 (H): 0.172, atom 51 (C): -0.038, atom 52 (C): -0.309, atom 53 (O): 0.138, atom 54 (C): -0.548, atom 55 (O): 0.200, atom 56 (O): 0.059, atom 57 (F): 0.075, atom 58 (H): 0.140, atom 59 (H): 0.107, atom 60 (H): 0.168, atom 61 (C): -0.051, atom 62 (C): -0.312, atom 63 (O): 0.137, atom 64 (C): -0.549, atom 65 (O): 0.193, atom 66 (O): 0.051, atom 67 (F): 0.085, atom 68 (H): 0.147, atom 69 (H): 0.119, atom 70 (H): 0.174

[2]
C7H14N2S | the ωB97M-V functional and the def2-TZVPD basis

Geometry (Å):
1 C -4.35463 1.91970 1.36982
2 C -2.12454 -0.15752 0.22427
3 C -1.09660 0.88703 2.57319
4 C 4.19329 -1.15429 -1.28439
5 C 1.89603 -1.40194 -2.26021
6 C -3.27156 2.56609 0.72802
7 C 2.71473 -1.09097 -1.01722
8 N -5.16706 1.29924 1.90426
9 N 2.16321 -1.18653 0.10478
10 S -1.47022 1.30499 1.03514
11 H -2.86281 -0.66707 0.86082
12 H -1.24435 -0.81830 -0.05931
13 H -0.76480 1.67318 3.22463
14 H -1.83124 0.33583 3.26531
15 H 4.22735 -2.11620 -1.67924
16 H 4.74484 -0.41589 -1.90681
17 H 4.67078 -1.23640 -0.29126
18 H 2.32448 -0.80515 -3.08695
19 H 0.79450 -1.15592 -2.24503
20 H 2.17073 -2.54681 -2.38420
21 H -2.82077 3.45346 1.19761
22 H -3.35245 2.50699 -0.39297
23 H -2.48369 0.03919 -0.75456
24 H 2.94477 -1.23271 0.87431

Cartesian forces (eV/Å) of the 3 atoms listed first:
-0.01 -0.01 0.32
1.52 -1.46 0.50
-2.09 -1.02 1.62

E_HOMO: -7.7 eV
HOMO-LUMO gap: 8.17 eV
LUMO: 0.43 eV
energy: -21296.919 eV
energy above the lowest of the compared OMol25 structures with the same formula, charge and spin: 482.8 kJ/mol

Electronic structure analysis, Löwdin charges in units of e: atom 1 (C): -0.375, atom 2 (C): -0.313, atom 3 (C): -0.425, atom 4 (C): -0.058, atom 5 (C): -0.071, atom 6 (C): -0.242, atom 7 (C): -0.544, atom 8 (N): 0.129, atom 9 (N): 0.107, atom 10 (S): 0.882, atom 11 (H): 0.064, atom 12 (H): 0.065, atom 13 (H): -0.020, atom 14 (H): 0.042, atom 15 (H): 0.048, atom 16 (H): 0.097, atom 17 (H): 0.078, atom 18 (H): 0.068, atom 19 (H): 0.078, atom 20 (H): 0.124, atom 21 (H): 0.064, atom 22 (H): 0.080, atom 23 (H): 0.030, atom 24 (H): 0.093

[3]
H14NO10 | the ωB97M-V functional and the def2-TZVPD basis

Geometry (Å):
1 N -1.28055 0.80791 -0.43556
2 O -1.31498 1.91740 -0.03229
3 O -0.36498 0.03502 -0.05720
4 O -2.16999 0.43241 -1.17211
5 O -1.25508 0.71120 5.56310
6 H -1.12989 -0.07375 5.02980
7 H -0.36835 1.02631 5.73818
8 O -1.06049 -3.49092 -4.20968
9 H -1.67552 -2.77118 -4.35091
10 H -1.53937 -4.11149 -3.66031
11 O 5.92901 1.80965 1.64656
12 H 5.03310 1.54731 1.85810
13 H 6.44975 1.50678 2.39043
14 O -7.03915 -1.50238 -2.04112
15 H -7.07674 -2.28072 -2.59701
16 H -6.10875 -1.28115 -2.00055
17 O -0.58767 -3.54753 3.47317
18 H -1.38162 -4.02081 3.22440
19 H -0.31482 -3.09915 2.67271
20 O 2.52294 5.35120 1.17551
21 H 1.93220 4.60098 1.10901
22 H 2.93923 5.25368 2.03191
23 O 3.49401 0.66873 -4.93482
24 H 2.76431 0.15503 -4.58859
25 H 3.60334 0.35545 -5.83267

Cartesian forces (eV/Å) of the 3 atoms listed first:
0.92 -2.48 0.35
0.38 4.83 1.83
0.40 -0.72 -0.15

net charge: -1
E_HOMO: -4.2 eV
HOMO-LUMO gap: 6.81 eV
LUMO: 2.61 eV
energy: -22189.988 eV
energy above the lowest of the compared OMol25 structures with the same formula, charge and spin: 237.3 kJ/mol

Electronic structure analysis, Löwdin charges in units of e: atom 1 (N): -0.734, atom 2 (O): -0.047, atom 3 (O): -0.127, atom 4 (O): -0.088, atom 5 (O): -0.055, atom 6 (H): 0.029, atom 7 (H): 0.024, atom 8 (O): -0.057, atom 9 (H): 0.031, atom 10 (H): 0.025, atom 11 (O): -0.054, atom 12 (H): 0.032, atom 13 (H): 0.022, atom 14 (O): -0.057, atom 15 (H): 0.021, atom 16 (H): 0.035, atom 17 (O): -0.060, atom 18 (H): 0.026, atom 19 (H): 0.034, atom 20 (O): -0.057, atom 21 (H): 0.035, atom 22 (H): 0.021, atom 23 (O): -0.055, atom 24 (H): 0.034, atom 25 (H): 0.021